Entry i
A single C3H10N2S molecule. Source: OMol25; level of theory: ωB97M-V/def2-TZVPD.

Last column: Mulliken charge in e.
Atoms and positions in Å:
N  0.26299  0.14209  -2.36220  -0.598
C  0.55288  -0.44642  -1.04299  -0.790
C  -0.08818  0.34574  0.11109  0.553
N  -1.56840  0.51268  -0.02795  -0.553
C  0.37400  -0.26697  1.42553  -1.050
S  -0.17382  0.54752  2.95257  -0.175
H  -0.69178  0.46150  -2.41214  0.268
H  0.28926  -0.61549  -3.01494  0.246
H  1.62234  -0.38345  -0.82459  0.309
H  0.27268  -1.50561  -0.99860  0.387
H  0.32292  1.35881  0.06933  0.122
H  -1.99807  0.19385  0.82772  0.214
H  -1.84691  -0.03579  -0.81612  0.208
H  1.44920  -0.09812  1.45926  0.378
H  0.20401  -1.34385  1.41427  0.348
H  1.01688  1.13351  3.23977  0.134

Results
Gap between HOMO and LUMO   10.0041 eV
Structure (SMILES)   NC[C@@H](N)CS

***

Entry ii
A 2-piece molecular cluster, C3H10N2S overall. Source: OMol25; level of theory: ωB97M-V/def2-TZVPD.

Last column: Mulliken charge in e.
Atoms and positions in Å:
C  0.11810  -0.09964  0.55952  -0.689
C  -1.12727  -0.86125  -0.27265  -0.381
S  -2.50116  0.13951  -0.18102  -0.217
N  1.27597  -0.74221  0.33682  -0.355
C  2.10091  -0.09802  -0.61736  -0.269
N  3.10108  0.59619  0.16572  -0.531
H  -0.17803  -0.05838  1.59028  0.389
H  0.14656  0.93595  0.24822  0.445
H  -2.74860  2.92117  0.99677  -0.120
H  -0.86344  -1.00670  -1.30860  0.281
H  -1.29492  -1.80768  0.22710  0.323
H  -2.99739  3.42612  0.51261  0.108
H  1.58689  0.62858  -1.25723  0.333
H  2.64666  -0.67986  -1.35649  0.310
H  3.77992  1.13464  -0.33938  0.177
H  3.36658  0.04290  0.96278  0.196

Results
Gap between HOMO and LUMO   5.7254 eV

***

Which structure wins on stability? entry i wins.

***

Entry i
H8NaO4 as an isolated structure. Source: OMol25; level of theory: ωB97M-V/def2-TZVPD.

Last column: Mulliken charge in e.
Atoms and positions in Å:
Na  -0.12681  -0.52795  0.47688  0.816
O  -1.68813  0.72407  -0.99990  -0.584
H  -2.58034  0.46426  -1.27012  0.313
H  -1.31509  1.17163  -1.77148  0.314
O  -0.21057  0.57799  2.63444  -0.577
H  -0.47687  0.24162  3.50147  0.307
H  0.36880  1.33357  2.80179  0.315
O  1.55367  0.98897  -0.16841  -0.558
H  1.36454  1.89035  -0.46559  0.307
H  2.51910  0.92907  -0.13142  0.296
O  0.05331  -2.26574  -1.38725  -0.591
H  0.01135  -3.15184  -0.99767  0.333
H  0.52703  -2.37602  -2.22276  0.308

Results
Gap between HOMO and LUMO   12.3365 eV
Total charge   +1

***

Entry ii
H8NaO4 as an isolated structure. Source: OMol25; level of theory: ωB97M-V/def2-TZVPD.

Last column: Mulliken charge in e.
Atoms and positions in Å:
Na  -0.09018  -0.14637  0.04505  0.845
O  1.65468  -0.68038  1.96215  -0.638
H  1.53614  -1.62861  1.90706  0.345
H  2.59444  -0.54834  1.83712  0.333
O  0.94278  -1.34174  -2.05909  -0.595
H  1.45801  -2.14691  -2.00931  0.319
H  1.40424  -0.80076  -2.69989  0.324
O  -0.59836  1.63507  1.49125  -0.575
H  -1.22189  1.44516  2.19224  0.313
H  -0.45703  2.58024  1.54535  0.288
O  -2.02948  0.46282  -1.34967  -0.598
H  -2.77308  -0.13634  -1.28394  0.325
H  -2.42028  1.30616  -1.57832  0.313

Results
Gap between HOMO and LUMO   12.2864 eV
Total charge   +1

***

Which structure wins on stability? entry i wins.

***

Entry i
A 2-piece molecular cluster, C7H9NOS overall. Source: OMol25; level of theory: ωB97M-V/def2-TZVPD.

Last column: Mulliken charge in e.
Atoms and positions in Å:
C  2.75640  -0.17681  0.22454  -0.451
C  1.80635  -1.06928  -0.15350  -0.644
C  2.36852  1.19130  0.45613  -0.592
C  0.53519  -0.75889  -0.53525  -0.204
C  1.04781  1.52756  0.10342  -0.337
C  0.11441  0.62066  -0.31783  0.613
C  -2.42095  -1.62335  0.53036  -0.855
N  -1.23055  0.88707  -0.73996  -0.426
O  -3.35699  0.84080  0.77349  -0.588
S  -2.54223  -0.02377  -0.00309  0.596
H  3.74852  -0.54577  0.50766  0.341
H  2.14600  -2.07540  -0.27904  0.322
H  3.07525  1.88177  0.76607  0.447
H  -0.14334  -1.49529  -0.73687  0.404
H  0.62162  2.53637  0.32893  0.192
H  -1.80624  -1.68505  1.44491  0.335
H  -1.89366  -2.18900  -0.26784  0.350
H  -1.61074  2.31692  -0.84906  0.345
H  -3.21536  -0.15983  -1.25308  0.151

Results
Gap between HOMO and LUMO   8.5229 eV

***

Entry ii
A single C7H9NOS molecule. Source: OMol25; level of theory: ωB97M-V/def2-TZVPD.

Last column: Mulliken charge in e.
Atoms and positions in Å:
C  0.94568  0.48295  1.43435  -0.124
C  1.85226  -0.03712  0.48985  -0.254
C  -0.29239  0.76873  1.05825  -0.710
C  1.60085  -0.04075  -0.81947  -0.643
C  -0.77704  0.23521  -0.27748  -0.051
C  0.29645  0.35242  -1.32452  0.557
C  0.15686  0.95387  -2.49011  -1.022
N  -1.28382  -1.22446  -0.03195  -0.351
O  -1.24346  -1.45860  2.69854  -0.523
S  -1.81253  -1.89808  1.41768  0.295
H  1.30074  0.76934  2.36442  0.472
H  2.86375  -0.06770  0.92004  0.315
H  -1.03120  1.18530  1.75221  0.317
H  2.44237  -0.13630  -1.47782  0.349
H  -1.62906  0.93033  -0.71096  0.231
H  0.93522  1.02413  -3.24097  0.310
H  -0.85584  1.13587  -2.86179  0.279
H  -0.41488  -1.73036  -0.31226  0.415
H  -3.05397  -1.24478  1.41198  0.139

Results
Gap between HOMO and LUMO   8.2959 eV

***

Which structure wins on stability? entry ii wins.

***

Entry i
A 2-piece molecular cluster, C5H13N3O overall. Source: OMol25; level of theory: ωB97M-V/def2-TZVPD.

Last column: Mulliken charge in e.
Atoms and positions in Å:
H  2.79823  -0.68491  0.40224  0.240
N  2.29070  -0.30826  -0.39132  -0.830
C  1.13564  0.14078  -0.11089  0.355
N  0.39358  0.69235  -1.13877  -0.351
C  0.57472  0.34984  1.29331  0.535
C  0.51587  1.83365  1.66464  -1.463
C  -0.80380  -0.29702  1.42650  -1.308
H  0.89080  0.73928  -2.01692  0.305
H  -0.21112  1.46842  -0.93747  0.166
H  1.26124  -0.14693  1.98874  0.339
H  -0.25082  2.35894  1.09241  0.308
H  1.47111  2.31685  1.47516  0.338
H  0.26555  1.94373  2.71840  0.418
H  -1.18548  -0.15232  2.43468  0.462
H  -1.50623  0.15470  0.72875  0.233
H  -0.74009  -1.36555  1.23540  0.287
N  -1.80207  -1.33161  -1.79362  -0.306
C  -0.54032  -1.66988  -2.16060  0.136
O  -0.06144  -1.45297  -3.24465  -0.569
H  -2.17320  -1.59196  -0.89620  0.238
H  -2.33648  -0.74008  -2.42184  0.205
H  0.01360  -2.25704  -1.34796  0.260

Results
Gap between HOMO and LUMO   9.9020 eV
Structure (SMILES)   [H]/N=C(/N)C(C)C.NC=O

***

Entry ii
A 2-piece molecular cluster, C5H13N3O overall. Source: OMol25; level of theory: ωB97M-V/def2-TZVPD.

Last column: Mulliken charge in e.
Atoms and positions in Å:
H  2.54037  -1.54069  -0.97613  0.210
N  1.56935  -1.52256  -0.64862  -0.723
C  1.50590  -1.29412  0.61686  0.645
C  2.72795  -1.00524  1.44183  -1.203
N  0.26120  -1.21814  1.18622  -0.411
H  2.83814  -1.77368  2.21108  0.321
H  3.62388  -0.99352  0.81565  0.364
H  2.62075  -0.03071  1.92584  0.300
H  -0.47656  -1.29978  0.49011  0.286
H  0.17641  -0.74888  2.07987  0.210
C  -2.93727  0.77656  0.33485  -0.942
C  -1.80410  0.79168  -0.38788  0.653
C  -1.83185  0.51756  -1.86851  -0.974
O  -0.64750  1.39300  0.18740  -0.185
N  0.35383  1.69523  -0.81385  -0.566
H  -2.92571  0.96906  1.40123  0.269
H  -3.88371  0.49990  -0.11634  0.265
H  -2.76084  0.03062  -2.18340  0.376
H  -1.01202  -0.15119  -2.14998  0.285
H  -1.74568  1.44432  -2.44371  0.286
H  0.78150  2.52715  -0.41152  0.276
H  1.02596  0.93341  -0.69099  0.257

Results
Gap between HOMO and LUMO   9.3663 eV
Structure (SMILES)   [H]/N=C(\C)N.C=C(C)ON

***

Which structure wins on stability? entry i wins.

***

Entry i
C5H13N3O as an isolated structure. Source: OMol25; level of theory: ωB97M-V/def2-TZVPD.

Last column: Mulliken charge in e.
Atoms and positions in Å:
C  1.43293  -0.00857  0.23707  0.082
C  2.14271  0.43958  -1.00704  -1.468
O  1.33033  -1.39295  0.42807  -0.531
H  1.75522  -1.89978  -0.28062  0.322
H  1.90078  0.38298  1.14053  0.380
H  -0.32561  -0.20980  -0.42263  0.252
H  3.13567  -0.01611  -1.08219  0.446
H  1.57413  0.14217  -1.89639  0.366
H  2.25948  1.52460  -1.00950  0.388
C  -0.71811  0.93166  1.78541  -1.343
C  -1.61003  -0.85424  -0.64048  0.344
C  -0.24321  0.98303  0.35945  0.742
N  -1.54094  -2.04260  0.01089  -0.366
N  -2.60327  -0.43326  -1.29361  -0.884
N  -0.40220  2.04251  -0.34394  -0.764
H  -0.65371  -2.27106  0.43899  0.212
H  -2.37248  -2.62138  0.00385  0.247
H  -2.47289  0.54104  -1.58251  0.265
H  -0.02833  1.98309  -1.28919  0.266
H  -0.33911  1.79435  2.33904  0.379
H  -1.80904  0.96080  1.79970  0.359
H  -0.41231  0.02394  2.30512  0.308

Results
Gap between HOMO and LUMO   8.5664 eV

***

Entry ii
A 2-piece molecular cluster, C5H13N3O overall. Source: OMol25; level of theory: ωB97M-V/def2-TZVPD.

Last column: Mulliken charge in e.
Atoms and positions in Å:
C  -0.78734  1.56150  -0.86127  0.068
C  -1.90326  -0.45597  -0.95833  -0.728
C  -1.80631  2.30236  -0.07017  -1.227
O  -0.94367  0.35897  -1.30842  -0.265
H  0.17987  1.98671  -1.06926  0.510
H  -2.67804  -0.20668  -0.25693  0.309
H  -1.95468  -1.38175  -1.49875  0.329
H  -1.93131  1.86018  0.92211  0.314
H  -2.78022  2.27292  -0.56776  0.353
H  -1.49908  3.33639  0.05200  0.331
C  0.50770  -2.14382  1.36189  -1.155
C  1.21070  -1.10003  0.55134  0.786
N  2.24048  0.95233  0.38936  -0.489
N  1.49022  -1.43122  -0.77101  -0.605
N  1.57920  -0.03178  1.13059  -0.435
H  2.67409  1.58398  1.05289  0.237
H  2.94695  0.57332  -0.24024  0.214
H  1.52584  -0.64208  -1.39925  0.263
H  0.93580  -2.18841  -1.13912  0.268
H  -0.50929  -2.28145  0.99256  0.285
H  1.03333  -3.09514  1.28790  0.316
H  0.46901  -1.83032  2.39985  0.323

Results
Gap between HOMO and LUMO (alpha / beta)   7.8443 / 8.1067 eV

***

Which structure wins on stability? entry i wins.

***

Entry i
A single C6H6 molecule. Source: OMol25; level of theory: ωB97M-V/def2-TZVPD.

Last column: Mulliken spin population.
Atoms and positions in Å:
C  0.37673  0.32264  1.30754  0.015
C  0.26041  -0.85522  0.85867  0.584
C  -0.80165  -0.07819  -1.48787  0.494
C  -0.30945  1.10271  -1.18833  0.987
C  0.29352  1.52567  0.06006  0.030
C  -0.35053  -1.66823  0.02874  -0.176
H  0.95245  0.57876  2.15525  0.038
H  -0.92568  -0.96036  -2.14561  0.011
H  1.35321  1.62333  0.04873  -0.003
H  0.04374  2.56961  0.48282  0.009
H  -1.19053  -2.04673  0.52405  0.000
H  0.29777  -2.11399  -0.64404  0.012

Results
Gap between HOMO and LUMO (alpha / beta)   6.6771 / 7.0396 eV
Spin multiplicity   3
⟨S²⟩   2.033

***

Entry ii
C6H6 as an isolated structure. Source: OMol25; level of theory: ωB97M-V/def2-TZVPD.

Last column: Mulliken spin population.
Atoms and positions in Å:
C  1.42500  -0.17676  0.11713  0.081
C  1.07157  -0.65717  -1.19771  1.625
C  0.54908  -1.01942  0.89136  0.207
C  0.05591  -1.47373  -0.40702  0.066
C  -0.11492  0.01363  -0.06005  0.046
C  -1.08975  1.28805  -0.20554  0.022
H  2.17247  0.53333  0.44713  -0.027
H  0.53291  -1.20416  1.85984  0.016
H  -0.68222  -2.18746  -0.60909  -0.030
H  -0.53420  2.18461  -0.54209  0.002
H  -1.54776  1.59360  0.76437  -0.008
H  -1.83809  1.10548  -1.05834  0.000

Results
Gap between HOMO and LUMO (alpha / beta)   4.9712 / 8.9873 eV
Spin multiplicity   3
⟨S²⟩   2.006

***

Which structure wins on stability? entry i wins.